[1]
Formula: C28H35AsBrN6O2RhS2
Source: the OMol25 dataset
Level of theory: wB97M-V/def2-TZVPD

The geometry in XYZ format:
```
76
Properties=species:S:1:pos:R:3:lowdin_charge:R:1
Rh 0.1628 0.3922 -1.2541 0.79
O 1.0372 -0.6981 3.8721 0.05
C 2.3751 -0.7536 3.5666 -0.26
C 3.3458 -0.9061 4.5459 0.00
C 4.6799 -0.9760 4.1838 -0.06
C 5.0488 -0.8955 2.8467 -0.07
C 4.0663 -0.7368 1.8851 -0.02
C 2.7208 -0.6587 2.2214 -0.11
C 1.6284 -0.4681 1.2027 -0.42
O 1.9663 0.2571 0.0780 -0.31
N 1.1593 -1.7874 0.7465 0.04
N 0.1489 -1.6626 -0.1446 -0.08
C -0.6878 -2.6139 -0.3177 -0.17
C -1.6997 -2.6023 -1.3630 -0.59
Br -1.3691 -1.3258 -2.7559 0.87
C -2.7473 -3.4158 -1.5073 -0.08
C -3.2298 -4.4098 -0.5368 -0.22
C -3.1190 -4.2412 0.8449 -0.05
C -3.5874 -5.2184 1.7079 -0.06
C -4.1778 -6.3683 1.2014 -0.05
C -4.3210 -6.5314 -0.1695 -0.05
C -3.8611 -5.5514 -1.0321 -0.03
H 0.9220 -0.7559 4.8282 0.12
H 3.0561 -0.9736 5.5879 0.12
H 5.4337 -1.0959 4.9495 0.12
H 6.0895 -0.9559 2.5636 0.11
H 4.3561 -0.6730 0.8444 0.10
H 0.7942 0.0301 1.7082 0.09
H 1.0277 -2.4949 1.4636 0.15
H -0.6324 -3.5178 0.2876 0.14
H -3.2965 -3.3691 -2.4408 0.11
H -2.7144 -3.3249 1.2565 0.11
H -3.5064 -5.0767 2.7767 0.11
H -4.5460 -7.1284 1.8770 0.12
H -4.7963 -7.4177 -0.5656 0.12
H -3.9759 -5.6780 -2.1015 0.12
N 3.6149 -0.0314 -1.6947 0.18
C 3.1012 0.5555 -2.7168 -0.59
N 1.7944 0.9411 -2.7406 0.02
C 1.4916 1.5896 -3.8583 -0.28
C 2.5586 1.7165 -4.7843 -0.27
S 3.9580 0.9953 -4.2028 1.18
C 0.1348 2.0505 -4.0305 -0.34
C -0.3839 2.7360 -5.0810 -0.30
S -2.0622 2.9642 -4.8590 1.14
C -1.9687 2.1094 -3.3448 -0.71
N -0.7591 1.7245 -3.0256 -0.05
N -3.0544 1.8828 -2.5866 0.14
H 2.9118 -0.0705 -0.7119 0.05
H 4.5930 -0.2880 -1.7004 0.13
H 2.5307 2.1866 -5.7538 0.10
H 0.1153 3.0986 -5.9636 0.09
H -3.9777 2.0794 -2.9335 0.12
H -2.9772 1.2121 -1.8384 0.08
C 2.3204 3.0408 1.6587 -0.14
C 0.8733 2.6640 1.9590 -0.39
As -0.2400 2.4495 0.3713 1.21
C -2.0026 2.2532 1.1793 -0.41
C -2.2728 0.8169 1.6182 -0.17
C -0.2185 4.3366 -0.1542 -0.40
C -1.2345 4.8159 -1.1778 -0.15
H 2.8881 3.1013 2.5872 0.08
H 2.3902 4.0161 1.1761 0.06
H 2.7966 2.2969 1.0219 0.05
H 0.3707 3.4576 2.5183 0.08
H 0.8100 1.7601 2.5637 0.05
H -2.7475 2.5939 0.4579 0.05
H -2.0454 2.9419 2.0258 0.08
H -2.1785 0.1116 0.7848 0.04
H -3.2819 0.7167 2.0182 0.08
H -1.5764 0.4938 2.3947 0.07
H 0.7966 4.5463 -0.4950 0.07
H -0.3478 4.8670 0.7921 0.08
H -1.0080 4.4394 -2.1723 0.04
H -1.2103 5.9042 -1.2354 0.08
H -2.2539 4.5277 -0.9234 0.06
```

## Properties
Total energy   -198183.873 eV
Molecular weight   809.494 g mol⁻¹
Spin multiplicity   5
Total charge   +2
Gap between HOMO and LUMO (spin up / spin down)   7.2 / 4.8 eV


[2]
Formula: C28H35Cl10N3O6
Source: the OMol25 dataset
Level of theory: wB97M-V/def2-TZVPD

The geometry in XYZ format:
```
82
Properties=species:S:1:pos:R:3:lowdin_charge:R:1
O -0.9786 -3.0748 -9.8342 0.08
N -1.6031 -2.5954 -8.9349 -0.36
O -1.6395 -3.1899 -7.8633 0.06
C -2.3762 -1.3161 -9.1053 -0.11
C -2.7269 -0.8404 -10.3570 -0.03
C -3.3682 0.3864 -10.4779 -0.05
C -3.5573 1.1399 -9.2835 -0.08
C -3.3414 0.6461 -8.0147 -0.08
C -2.8378 -0.6518 -7.9050 0.02
H -2.4210 -1.4480 -11.1958 0.12
H -3.5595 0.8346 -11.4417 0.10
H -3.8647 2.1681 -9.4052 0.10
H -3.4583 1.1639 -7.0741 0.11
H -2.6076 -1.1076 -6.9533 0.11
O -7.1305 -6.7614 -5.1362 0.06
N -7.1513 -5.8651 -4.2658 -0.33
O -6.2279 -5.6039 -3.5193 0.07
C -8.3228 -4.9173 -4.1473 -0.10
C -9.4125 -4.9602 -5.0731 -0.01
C -10.5081 -4.0927 -5.0406 -0.06
C -10.5273 -3.2220 -3.9630 -0.08
C -9.5587 -3.2805 -2.9755 -0.09
C -8.4108 -3.9899 -3.1052 -0.02
H -9.3960 -5.7213 -5.8391 0.11
H -11.2484 -4.3042 -5.7980 0.11
H -11.3270 -2.5050 -3.8498 0.11
H -9.7475 -2.5866 -2.1698 0.11
H -7.5699 -3.8047 -2.4534 0.12
O 9.4713 3.5129 10.9178 0.06
N 10.0681 2.9509 9.9779 -0.32
O 11.1832 3.3298 9.6094 0.07
C 9.4483 1.8604 9.2088 -0.15
C 8.0696 1.5458 9.4098 0.02
C 7.4321 0.6025 8.5867 -0.07
C 8.1494 -0.0963 7.6102 -0.06
C 9.5383 0.1132 7.5605 -0.05
C 10.1537 1.1041 8.3460 -0.03
H 7.5891 1.9575 10.2850 0.11
H 6.3749 0.3936 8.6576 0.10
H 7.6438 -0.9228 7.1330 0.10
H 10.2021 -0.4467 6.9184 0.10
H 11.2182 1.2129 8.1994 0.12
Cl 5.7119 7.3564 3.2873 0.47
C 6.9406 7.2880 1.9037 -0.60
C 6.3227 6.6261 0.6998 -0.67
Cl 6.1783 4.8656 0.9405 0.53
H 7.7184 6.7290 2.4239 0.05
H 7.3175 8.2854 1.6775 0.08
H 6.9164 6.7418 -0.2069 0.07
H 5.3491 7.0795 0.5131 0.07
Cl -0.3683 -1.2643 0.7403 0.50
C 0.9387 -0.1331 1.3186 -0.64
C 1.7564 -0.7438 2.4530 -0.66
Cl 0.8151 -0.7039 3.9563 0.53
H 0.4861 0.8579 1.3520 0.07
H 1.6464 -0.0474 0.4940 0.06
H 2.7223 -0.2633 2.6088 0.08
H 1.8561 -1.7955 2.1847 0.06
Cl 3.0408 2.1467 -5.9352 0.53
C 4.1275 1.0738 -6.8133 -0.67
C 5.4802 0.7722 -6.0526 -0.61
Cl 6.3960 2.2707 -5.6002 0.49
H 4.2848 1.5833 -7.7640 0.06
H 3.5669 0.1890 -7.1149 0.07
H 6.0924 0.0692 -6.6174 0.07
H 5.2349 0.2962 -5.1032 0.06
Cl -5.9730 -4.4305 4.1645 0.55
C -4.8177 -5.5759 4.8878 -0.71
C -5.4451 -6.8021 5.4533 -0.68
Cl -4.1650 -7.9444 5.9367 0.56
H -4.1916 -5.0490 5.6079 0.07
H -4.1212 -5.9388 4.1320 0.06
H -6.1764 -7.2781 4.8000 0.08
H -5.9323 -6.4971 6.3794 0.07
Cl -4.6444 4.9884 5.3312 0.50
C -3.0216 4.6933 6.0849 -0.61
C -2.0995 5.7553 5.4673 -0.73
Cl -2.5381 7.3453 6.0091 0.57
H -2.7317 3.6569 5.9121 0.07
H -3.1790 4.8633 7.1500 0.06
H -2.0916 5.7973 4.3782 0.06
H -1.0664 5.5180 5.7211 0.07
```

## Properties
Total energy   -171573.557 eV
Molecular weight   864.133 g mol⁻¹
SMILES string   O=[N+]([O-])c1ccccc1.O=[N+]([O-])c1ccccc1.O=[N+]([O-])c1ccccc1.ClCCCl.ClCCCl.ClCCCl.ClCCCl.ClCCCl
Total charge   0
Gap between HOMO and LUMO   9.3 eV
ΔE to the lowest compared entry with this formula, charge and spin   146.21 kJ/mol


[3]
Formula: C28H35Cl2CsF4N4O3SSi
Source: the OMol25 dataset
Level of theory: wB97M-V/def2-TZVPD

The geometry in XYZ format:
```
79
Properties=species:S:1:pos:R:3:lowdin_charge:R:1
Cs 1.2770 -0.5321 0.5462 1.02
C 0.6048 2.2533 4.0615 -0.11
N 0.7849 0.8640 3.7127 -0.28
C -0.3257 0.0486 4.1562 -0.11
C 2.0250 0.3233 4.2546 -0.23
C 3.3051 1.0266 3.8198 -0.27
N 3.4142 1.0338 2.3809 -0.01
C 4.5069 1.5066 1.8215 -0.23
C 4.5559 1.5515 0.3866 -0.18
F 3.4490 1.1480 -0.2946 -0.08
C 5.6377 1.9604 -0.3379 -0.25
F 5.5685 1.9342 -1.6902 0.05
C 6.8093 2.4152 0.2620 0.00
C 6.7891 2.4304 1.6421 -0.25
F 7.8902 2.8769 2.3034 0.04
C 5.7153 2.0176 2.3977 -0.14
F 5.8495 2.1072 3.7541 0.03
H 0.6116 2.4116 5.1593 0.08
H -0.3500 2.6106 3.6721 0.07
H 1.3969 2.8560 3.6198 0.08
H -0.4165 0.0379 5.2612 0.08
H -0.1782 -0.9774 3.8150 0.08
H -1.2588 0.4267 3.7389 0.06
H 2.0676 -0.7257 3.9530 0.09
H 1.9925 0.3446 5.3656 0.12
H 4.1236 0.4787 4.3112 0.11
H 3.3347 2.0379 4.2534 0.10
H 7.6701 2.7227 -0.3093 0.11
C -4.0819 -2.1157 -4.2261 -0.20
Si -2.6660 -1.3721 -5.2067 0.48
C -3.0446 0.3947 -5.7118 -0.20
C -2.6300 -2.3538 -6.8324 -0.21
C -0.9860 -1.5965 -4.4127 -0.28
C 0.0043 -2.3460 -5.0228 -0.12
C 1.2469 -2.5118 -4.4172 -0.10
C 1.4293 -1.9019 -3.1905 -0.18
N 0.5121 -1.1762 -2.5610 -0.03
C -0.6937 -1.0038 -3.1457 -0.76
S -1.9020 -0.0806 -2.3260 0.64
H -5.0200 -2.0345 -4.7833 0.02
H -4.1854 -1.6096 -3.2683 -0.01
H -3.8932 -3.1752 -4.0340 0.03
H -3.9717 0.4380 -6.2912 0.02
H -2.2372 0.7892 -6.3341 0.03
H -3.1365 1.0307 -4.8338 0.00
H -3.5937 -2.2512 -7.3392 0.02
H -2.4567 -3.4194 -6.6649 0.02
H -1.8569 -1.9905 -7.5137 0.02
H -0.1863 -2.8130 -5.9839 0.08
H 2.0349 -3.0963 -4.8727 0.08
H 2.3794 -2.0111 -2.6707 0.10
O -2.0034 2.5993 -0.9356 -0.13
C -3.3738 2.4744 -0.6174 -0.31
C -3.6242 2.9704 0.7988 -0.18
C -2.8555 2.1726 1.8558 -0.15
C -3.1596 0.7034 1.7801 -0.32
C -4.3955 0.1922 2.1738 -0.03
C -4.6557 -1.1566 1.9995 -0.08
C -3.6823 -1.9581 1.4236 -0.06
C -2.4843 -1.3600 1.0658 -0.15
N -2.2183 -0.0735 1.2497 0.12
H -1.7274 1.7756 -1.3753 -0.09
H -3.6882 1.4316 -0.7133 0.09
H -3.9814 3.0656 -1.3163 0.11
H -4.7018 2.9131 0.9939 0.10
H -3.3329 4.0223 0.8732 0.11
H -3.0986 2.5642 2.8484 0.11
H -1.7863 2.2962 1.6853 0.11
H -5.1414 0.8525 2.6011 0.11
H -5.6091 -1.5756 2.3000 0.10
H -3.8432 -3.0134 1.2548 0.10
H -1.7021 -1.9350 0.5843 0.09
Cl 4.2983 -2.3377 0.4845 0.55
C 3.7741 -2.5004 2.1859 -1.01
Cl 5.0617 -3.2556 3.1690 0.54
C 2.4295 -3.2997 2.2308 -0.86
O 2.4947 -4.5164 2.0740 -0.04
O 1.4329 -2.5499 2.4038 -0.28
H 3.6581 -1.4844 2.5474 0.00
```

## Properties
Total energy   -96886.613 eV
Molecular weight   815.569 g mol⁻¹
Total charge   -2
Gap between HOMO and LUMO   5.6 eV
ΔE to the lowest compared entry with this formula, charge and spin   0.00 kJ/mol


[4]
Formula: C28H35ClGdN6OS2
Source: the OMol25 dataset
Level of theory: wB97M-V/def2-TZVPD

The geometry in XYZ format:
```
74
Properties=species:S:1:pos:R:3:lowdin_charge:R:1
Gd 0.3956 -0.0613 0.2623 1.58
C 0.1497 4.4708 2.9636 -0.01
C 0.9305 3.4510 2.1959 -0.24
C 1.1483 2.1749 2.7211 -0.03
C 1.9703 1.2617 2.0701 -0.20
C 2.5529 1.5950 0.8378 -0.20
C 2.2994 2.8484 0.2841 -0.05
C 1.5071 3.7625 0.9621 -0.01
H 0.8310 5.0560 3.5857 0.11
H -0.5791 4.0054 3.6252 0.09
H -0.3621 5.1645 2.2990 0.08
H 0.7334 1.9217 3.6899 0.14
H 2.2495 0.3486 2.5918 0.11
H 3.3063 0.9643 0.3791 0.10
H 2.7678 3.1263 -0.6509 0.13
H 1.3550 4.7502 0.5441 0.14
C -3.0793 4.8191 0.8475 -0.02
C -2.0729 4.3262 0.0264 -0.05
C -1.6013 3.0376 0.2164 -0.07
C -2.1481 2.2471 1.2186 -0.23
C -3.1462 2.7393 2.0588 0.01
C -3.6052 4.0289 1.8660 -0.02
N -1.6441 0.9129 1.3459 -0.07
N -2.3135 0.1747 2.0812 0.12
C -1.8565 -1.1434 2.3386 -0.31
C -2.7860 -1.9734 2.9332 0.04
C -2.3921 -3.2625 3.2704 0.01
C -1.0828 -3.6391 3.0261 0.00
C -0.2210 -2.7348 2.4206 -0.10
N -0.5948 -1.5036 2.0593 -0.03
H -3.4507 5.8244 0.7006 0.13
H -1.6584 4.9532 -0.7526 0.12
H -0.8083 2.6482 -0.4113 0.07
H -3.5511 2.1204 2.8463 0.12
H -4.3769 4.4235 2.5125 0.13
H -3.7781 -1.5962 3.1359 0.14
H -3.0890 -3.9449 3.7379 0.14
H -0.7172 -4.6161 3.3084 0.13
H 0.8106 -3.0017 2.2390 0.11
C 0.6502 2.3219 -4.0533 -0.21
S -0.3191 1.0965 -3.2014 0.92
C -1.8496 1.9888 -3.0311 -0.21
O 0.3170 1.0286 -1.7912 -0.77
H 0.2108 2.4591 -5.0421 0.08
H 1.6627 1.9375 -4.1563 0.07
H 0.6408 3.2538 -3.4907 0.08
H -2.3321 1.9804 -4.0093 0.09
H -1.6636 3.0088 -2.7024 0.06
H -2.4709 1.4477 -2.3194 0.07
Cl 5.8067 -2.3743 2.0642 0.79
C 4.3531 -2.7371 1.2399 -0.63
C 4.0570 -4.0260 0.8219 -0.03
C 2.8513 -4.2358 0.1722 -0.01
C 1.9970 -3.1699 -0.0378 -0.17
N 2.2817 -1.9150 0.3486 -0.05
C 3.4467 -1.7187 0.9836 -0.16
H 4.7501 -4.8357 1.0076 0.14
H 2.5715 -5.2243 -0.1643 0.13
H 1.0349 -3.3237 -0.5096 0.07
H 3.6960 -0.7203 1.3087 0.08
C -2.0966 -4.4732 -2.6730 -0.04
N -0.8850 -3.7680 -3.0991 0.00
C -0.3714 -2.6631 -2.5874 -0.76
S -1.1768 -1.8676 -1.2653 0.63
N 0.7620 -2.1840 -3.0978 -0.04
C 1.4780 -2.7804 -4.2221 -0.03
H -2.7655 -4.5764 -3.5245 0.11
H -2.5970 -3.9091 -1.8939 0.04
H -1.8325 -5.4609 -2.3002 0.10
H -0.4010 -4.1769 -3.8865 0.14
H 1.0757 -1.2961 -2.7443 0.08
H 0.8511 -2.8159 -5.1151 0.11
H 1.8281 -3.7835 -3.9742 0.10
H 2.3463 -2.1667 -4.4410 0.10
```

## Properties
Total energy   -95592.898 eV
Molecular weight   728.466 g mol⁻¹
Spin multiplicity   8
Total charge   +3
Gap between HOMO and LUMO (spin up / spin down)   6.1 / 5.3 eV
ΔE to the lowest compared entry with this formula, charge and spin   493.43 kJ/mol


Question: Among the records above, which one has the lowest molecular weight?
Answer: C28H35ClGdN6OS2


Question: Among the records above, which one has the lowest molecular weight?
Answer: C28H35ClGdN6OS2